Computed, not measured: a molecular structure, C3H3BrO2, with ωB97M-V/def2-TZVPD.

Cartesian coordinates (Å):
C1 1.735 -0.652 0.034
C2 0.672 0.114 -0.073
C3 -1.983 0.657 -0.034
O1 -1.752 1.788 0.005
O2 -0.521 -0.505 0.055
Br1 -3.396 -0.502 0.009
H1 2.793 -0.271 -0.141
H2 1.652 -1.761 0.309
H3 0.799 1.133 -0.163

Atomic forces in eV per Å
2.692 -1.819 0.213
-0.224 -2.455 0.568
4.122 -2.029 0.653
-0.567 -0.156 -0.259
-3.669 2.698 -0.307
-0.227 0.041 -0.105
-1.669 -0.339 0.411
0.019 1.783 -0.659
-0.476 2.277 -0.515

Properties
orbital gap = 8.21 eV
lowest unoccupied orbital energy = -0.3 eV
energy relative to the best compared isomer or geometry (same formula, charge and spin) = 2.125 eV